1.
{
  "formula": "C29H39N7O4SScSi",
  "method": "ωB97M-V/def2-TZVPD",
  "symbols": ["Sc", "N", "C", "C", "N", "C", "C", "N", "C", "C", "N", "H", "H", "H", "H", "H", "H", "H", "H", "H", "H", "H", "H", "H", "H", "H", "H", "H", "H", "C", "C", "N", "C", "C", "N", "C", "O", "O", "C", "O", "O", "H", "H", "H", "H", "H", "C", "C", "C", "C", "C", "C", "Si", "C", "C", "C", "C", "C", "C", "H", "H", "H", "H", "H", "H", "H", "H", "H", "H", "H", "S", "C", "N", "C", "C", "C", "C", "H", "H", "H", "H", "H"],
  "xyz": [[-0.54123, -0.25088, 0.44070], [1.34097, -1.37788, 1.47000], [0.99097, -2.81228, 1.46330], [-0.21863, -3.07758, 2.36360], [-1.32403, -2.13768, 2.11650], [-2.47873, -2.79308, 1.48130], [-2.49913, -2.64488, -0.04050], [-2.47993, -1.22038, -0.40610], [-1.72133, -1.46438, 3.37180], [-2.56303, -0.21248, 3.11370], [-1.85113, 0.61772, 2.15160], [2.17727, -1.26148, 0.89030], [1.62697, -1.12068, 2.41720], [1.82067, -3.43918, 1.81720], [0.75807, -3.09788, 0.43170], [0.10077, -3.00528, 3.40680], [-0.53583, -4.11318, 2.20520], [-3.39623, -2.34438, 1.86330], [-2.52253, -3.85958, 1.72910], [-3.39963, -3.14958, -0.41540], [-1.63173, -3.12628, -0.50430], [-3.33733, -0.76828, -0.06110], [-2.53733, -1.16788, -1.42550], [-0.80413, -1.14498, 3.87720], [-2.26293, -2.14678, 4.04190], [-2.72473, 0.30302, 4.07150], [-3.54893, -0.46468, 2.71140], [-1.11993, 1.16122, 2.63280], [-2.51403, 1.29502, 1.75260], [0.67317, 2.23522, 5.16290], [1.01467, 2.62552, 3.77510], [0.58357, 2.04742, 2.67220], [1.10837, 2.76582, 1.62710], [1.89207, 3.78932, 2.12430], [1.80557, 3.67702, 3.48430], [2.72477, 4.88062, 1.53990], [2.78827, 4.95692, 0.23300], [3.28717, 5.63942, 2.29110], [0.74577, 2.45412, 0.22170], [1.27837, 3.06482, -0.70550], [-0.16873, 1.58232, 0.07180], [0.66307, 1.15372, 5.26540], [-0.31073, 2.61652, 5.43330], [1.40317, 2.65472, 5.84990], [2.26637, 4.31692, 4.11710], [2.26597, 4.24222, -0.24690], [5.04557, 0.08082, -3.14290], [4.70577, -1.02588, -2.38390], [3.38757, -1.24048, -2.02030], [2.37107, -0.37548, -2.42220], [2.74057, 0.75002, -3.15780], [4.05787, 0.97772, -3.51440], [0.50647, -0.67818, -2.03590], [-0.01743, -2.42728, -2.69590], [-1.11283, -2.55428, -3.54830], [-1.49473, -3.78128, -4.05900], [-0.78973, -4.92528, -3.72110], [0.28647, -4.82678, -2.85500], [0.65817, -3.59398, -2.34960], [6.07277, 0.24592, -3.43400], [5.46837, -1.72548, -2.07290], [3.14777, -2.11308, -1.42540], [1.98467, 1.46062, -3.45720], [4.31537, 1.85712, -4.08560], [-0.13253, 0.17182, -3.12280], [-1.66043, -1.66778, -3.84180], [-2.33993, -3.84628, -4.72850], [-1.07193, -5.88268, -4.13260], [0.84167, -5.71028, -2.57470], [1.51497, -3.53568, -1.69190], [-4.01073, 1.65152, 0.13140], [-2.96583, 2.48972, -0.86830], [-2.33343, 3.59742, -0.38860], [-1.44753, 4.31592, -1.10770], [-1.16933, 3.97862, -2.39680], [-1.83343, 2.87142, -2.95990], [-2.70963, 2.14092, -2.21130], [-2.53803, 3.85652, 0.56990], [-0.97563, 5.14932, -0.61330], [-0.44873, 4.54242, -2.96350], [-1.64153, 2.60422, -3.98650], [-3.23613, 1.29042, -2.61580]],
  "lowdin_charge": [0.8863, -0.0162, -0.2136, -0.1632, -0.1972, -0.1604, -0.2007, -0.0420, -0.1697, -0.2153, -0.0740, 0.0941, 0.1063, 0.1329, 0.0918, 0.1252, 0.1310, 0.1195, 0.1320, 0.1357, 0.1066, 0.0250, 0.0829, 0.1167, 0.1398, 0.1291, 0.1100, 0.0482, -0.0295, 0.0110, -0.3466, 0.1306, -0.1092, -0.0564, 0.1913, -0.4849, 0.1454, 0.1207, -0.5213, 0.0760, -0.1636, 0.0784, 0.0913, 0.0877, 0.1806, 0.0769, -0.0852, -0.0913, -0.1339, -0.3346, -0.1240, -0.0805, 0.7014, -0.3613, -0.1441, -0.0855, -0.0856, -0.0849, -0.1412, 0.1046, 0.1024, 0.0747, 0.0867, 0.1047, -0.0162, 0.0860, 0.1043, 0.1040, 0.1041, 0.0732, 0.6838, -0.7708, 0.0652, -0.0723, -0.0403, -0.0297, -0.0926, 0.1506, 0.1397, 0.1199, 0.1206, 0.1086],
  "orbital_gap_ev": 7.39,
  "total_charge": 1,
  "total_energy_ha": -3261.15184
}


2.
{
  "formula": "C24H37ClF8IN4O11S",
  "method": "ωB97M-V/def2-TZVPD",
  "symbols": ["C", "C", "C", "N", "C", "N", "C", "C", "O", "C", "N", "C", "C", "O", "Cl", "O", "C", "C", "O", "C", "C", "N", "C", "C", "O", "C", "C", "F", "F", "C", "F", "F", "C", "F", "F", "C", "F", "F", "C", "I", "C", "C", "C", "O", "O", "H", "H", "H", "H", "H", "H", "H", "H", "H", "H", "H", "H", "H", "H", "H", "H", "H", "H", "H", "H", "H", "H", "H", "H", "H", "H", "H", "H", "H", "H", "H", "H", "H", "H", "H", "H", "H", "O", "S", "O", "O", "O"],
  "xyz": [[-3.07880, 3.71146, 3.21594], [-3.12981, 2.70040, 2.06980], [-2.49800, 1.34787, 2.44316], [-1.17653, 1.27931, 1.82102], [-0.32813, 0.17876, 2.32305], [1.01378, 0.44447, 1.83778], [1.95185, 0.57172, 3.02324], [2.83569, 1.84465, 2.84094], [2.15478, 2.79536, 1.99039], [1.20386, -0.51948, 0.91600], [2.31454, -0.82350, 0.30033], [3.57034, -0.09996, 0.56208], [4.73870, -0.71703, -0.17763], [5.10591, -1.83318, -0.09147], [5.59432, 0.46632, -1.23422], [2.34348, -1.85662, -0.59307], [2.11529, -1.46148, -1.95988], [3.24421, -2.01410, -2.83758], [2.74807, -2.46229, -4.08220], [2.05866, -1.45238, -4.79306], [2.03295, -1.73438, -6.28582], [0.05129, -1.28670, 0.57697], [-0.78176, -0.73152, -0.51160], [-1.38810, -1.81725, -1.42062], [-1.24047, -1.43880, -2.78144], [-2.03892, -0.34510, -3.12223], [-1.22752, 0.78174, -3.76783], [0.07342, 0.72302, -3.44933], [-1.29250, 0.64985, -5.10541], [-1.71611, 2.18880, -3.38863], [-1.38171, 2.50399, -2.14444], [-1.04001, 3.05718, -4.18620], [-3.21539, 2.46770, -3.62265], [-3.71193, 1.78670, -4.65235], [-3.88269, 2.11259, -2.50918], [-3.51310, 3.96711, -3.84006], [-3.26234, 4.63173, -2.71351], [-4.83141, 4.05155, -4.09251], [-0.65137, -1.22516, 1.86782], [0.55140, -2.68637, 3.00669], [-2.06914, -1.75554, 2.00575], [-2.67405, -1.68582, 3.43402], [-3.19171, -3.05298, 3.83244], [-4.37162, -3.23846, 3.93438], [-2.31188, -4.07342, 4.04337], [-3.67735, 3.35650, 4.04435], [-3.41545, 4.67252, 2.84447], [-2.04023, 3.83874, 3.50556], [-4.12843, 2.56303, 1.67251], [-2.54767, 3.08982, 1.23930], [-2.48297, 1.20594, 3.52776], [-3.13974, 0.59754, 1.99618], [-0.69341, 2.11700, 2.13419], [-0.48943, 0.17542, 3.40199], [2.57679, -0.30303, 3.11655], [1.42249, 0.72774, 3.94819], [2.92970, 2.33043, 3.79778], [3.82730, 1.60929, 2.49576], [2.47383, 2.72691, 1.09305], [3.46244, 0.93895, 0.28734], [3.81194, -0.23442, 1.62283], [1.21715, -1.97383, -2.28421], [2.00650, -0.39118, -2.08228], [3.66514, -2.89286, -2.37273], [3.99074, -1.24272, -3.02631], [1.02484, -1.41793, -4.45122], [2.47969, -0.46884, -4.57716], [2.12321, -2.79327, -6.48727], [2.76313, -1.12873, -6.80748], [1.06014, -1.42454, -6.65522], [-1.58574, -0.09876, -0.15243], [-0.14668, -0.10959, -1.13121], [-0.95172, -2.78681, -1.22613], [-2.45032, -1.91167, -1.18615], [-2.66362, 0.02511, -2.31451], [-2.72167, -0.67512, -3.90336], [-2.97281, 4.39117, -4.67746], [-2.76276, -1.29807, 1.30448], [-2.02959, -2.80223, 1.72151], [-1.98904, -1.28002, 4.16743], [-3.56706, -1.08568, 3.38070], [-2.21928, -4.60064, 3.24789], [4.37392, -0.75668, 4.22747], [4.43273, -1.88796, 5.23739], [5.41130, -1.54531, 6.28293], [4.84527, -3.11577, 4.51750], [3.07919, -2.09120, 5.83778]],
  "lowdin_charge": [-0.0995, -0.2365, -0.2299, 0.0235, -0.3344, 0.0758, -0.0926, -0.1850, -0.0785, -0.2891, 0.0232, -0.0583, -0.7265, 0.1410, 0.6508, -0.0251, -0.1157, -0.1711, -0.1292, -0.2849, -0.0502, -0.0315, -0.1099, -0.1521, -0.1081, -0.0960, -0.4278, 0.1371, 0.1352, -0.3781, 0.1824, 0.1374, -0.4005, 0.1729, 0.1475, -0.3125, 0.1290, 0.1071, -0.6485, 1.2333, -0.2120, -0.1105, -0.5131, 0.1302, 0.0332, 0.0716, 0.0679, 0.0732, 0.0996, 0.0988, 0.1223, 0.0899, 0.1180, 0.1365, 0.0537, 0.1305, 0.1211, 0.0994, 0.0567, 0.1025, 0.1285, 0.1176, 0.1283, 0.1376, 0.1038, 0.0925, 0.1224, 0.0791, 0.0703, 0.0668, 0.1081, 0.1179, 0.1345, 0.1210, 0.1321, 0.1497, 0.1700, 0.1030, 0.0915, 0.1127, 0.1053, 0.1020, -0.5003, 0.1651, -0.4584, -0.4826, -0.5129],
  "orbital_gap_ev": 3.76,
  "total_charge": -1,
  "total_energy_ha": -3938.18008
}


3.
{
  "formula": "C4H14O4",
  "method": "ωB97M-V/def2-TZVPD",
  "symbols": ["C", "C", "O", "C", "C", "H", "H", "H", "H", "H", "H", "H", "H", "H", "H", "O", "H", "H", "O", "H", "H", "O"],
  "xyz": [[1.46871, -1.87393, 0.24896], [1.92428, 1.85627, 0.66397], [-2.71608, -1.71778, -0.53394], [2.01324, 0.48401, 0.73232], [2.20844, -0.63378, -0.07731], [1.28696, -2.52429, -0.57134], [2.09748, -2.43845, 0.99243], [0.45517, -1.65366, 0.67587], [2.53766, 2.40116, -0.10407], [1.87027, 2.37021, 1.61108], [-2.22816, -0.54689, 1.07333], [1.83626, 0.16421, 1.78063], [2.48871, -0.49178, -1.04926], [-1.79267, 0.91760, 1.35454], [-2.83706, -2.37676, -1.20433], [-1.46576, -0.02530, 1.52514], [-2.50585, -0.48776, -1.31767], [-2.19623, 0.33664, -2.71295], [-2.43665, 0.48554, -1.78559], [0.08209, 1.79806, -0.07231], [-1.34719, 1.67479, -0.85254], [-0.74360, 2.28189, -0.37695]],
  "lowdin_charge": [-0.0194, 0.1386, -0.3745, -0.1297, 0.0561, 0.0804, 0.1368, 0.1177, 0.1243, 0.1010, 0.0422, 0.1347, 0.1018, 0.0516, -0.0900, -0.1553, -0.0233, 0.0158, -0.1864, -0.0124, -0.0070, -0.1029],
  "orbital_gap_ev": 2.91,
  "total_energy_ha": -461.51609
}


4.
{
  "formula": "C19H30N4O2",
  "method": "ωB97M-V/def2-TZVPD",
  "symbols": ["C", "C", "C", "N", "C", "C", "C", "C", "C", "C", "N", "C", "O", "C", "C", "N", "C", "C", "C", "C", "C", "C", "N", "C", "O", "H", "H", "H", "H", "H", "H", "H", "H", "H", "H", "H", "H", "H", "H", "H", "H", "H", "H", "H", "H", "H", "H", "H", "H", "H", "H", "H", "H", "H", "H"],
  "xyz": [[-4.87177, -2.20699, -1.07945], [-3.64528, -1.52547, -0.48583], [-3.75046, 0.00290, -0.63183], [-2.64027, 0.80127, -0.15828], [-2.22305, 0.54035, 1.20209], [-1.75433, 1.80931, 1.92343], [-1.48982, 1.53705, 3.40017], [-1.59871, 1.10832, -1.11074], [-0.75615, -0.06440, -1.64986], [0.30078, 0.40486, -2.65103], [1.32180, 1.23391, -2.05401], [2.61823, 0.86579, -1.98814], [3.04387, -0.17991, -2.43470], [3.50458, 1.87829, -1.27806], [3.53627, 1.58218, 0.24547], [4.19681, 0.34210, 0.56770], [3.48799, -0.83695, 0.64098], [4.08928, -2.08062, 0.48732], [3.35623, -3.23867, 0.67003], [2.01618, -3.17676, 1.01218], [1.40405, -1.94453, 1.17016], [2.13281, -0.78304, 0.98607], [1.54046, 0.47594, 1.12756], [2.10023, 1.64100, 0.76030], [1.47985, 2.68955, 0.78739], [-5.77722, -1.86028, -0.58590], [-4.80631, -3.28581, -0.95845], [-4.95640, -1.98540, -2.14128], [-3.56633, -1.78718, 0.57112], [-2.74911, -1.89591, -0.98408], [-3.90443, 0.24980, -1.68505], [-4.64349, 0.33019, -0.08344], [-1.44111, -0.23848, 1.26191], [-3.09441, 0.15899, 1.74018], [-0.84988, 2.21514, 1.46757], [-2.53504, 2.56433, 1.82238], [-0.73408, 0.76273, 3.52740], [-1.13478, 2.43889, 3.89198], [-2.39830, 1.20698, 3.90015], [-0.93913, 1.83752, -0.63586], [-2.07723, 1.60484, -1.96269], [-0.26443, -0.59294, -0.83214], [-1.40559, -0.76862, -2.17037], [0.82161, -0.45763, -3.07456], [-0.18390, 0.96155, -3.46144], [1.03090, 2.10486, -1.63821], [3.13650, 2.89237, -1.43149], [4.51754, 1.79517, -1.67535], [4.08864, 2.40049, 0.72955], [5.11583, 0.25124, 0.15686], [5.13366, -2.13029, 0.21851], [3.83534, -4.19709, 0.54104], [1.44602, -4.08139, 1.15415], [0.35927, -1.88353, 1.44158], [0.57629, 0.51400, 1.43698]],
  "lowdin_charge": [-0.1136, -0.2503, -0.2068, -0.1849, -0.2176, -0.2431, -0.1055, -0.1847, -0.1497, -0.1660, 0.0758, -0.4980, 0.0681, -0.0332, -0.2063, 0.0868, -0.2143, -0.0189, -0.0929, -0.0975, -0.0321, -0.1771, 0.1919, -0.4393, 0.0610, 0.0713, 0.0687, 0.0713, 0.1005, 0.0914, 0.1218, 0.1226, 0.1008, 0.1222, 0.0710, 0.1164, 0.0648, 0.0723, 0.0711, 0.1026, 0.1245, 0.0964, 0.1026, 0.1215, 0.1244, 0.1272, 0.1215, 0.1257, 0.1568, 0.1421, 0.1125, 0.1010, 0.0986, 0.1026, 0.1218],
  "smiles": "CCCN(CCC)CCCNC(=O)C[C@@H]1Nc2ccccc2NC1=O",
  "orbital_gap_ev": 8.60,
  "total_energy_ha": -1111.55023
}


5.
{
  "formula": "C4H9N2O2",
  "method": "ωB97M-V/def2-TZVPD",
  "symbols": ["O", "C", "N", "C", "O", "C", "C", "N", "H", "H", "H", "H", "H", "H", "H", "H", "H"],
  "xyz": [[-0.54770, -1.69151, -0.24267], [-0.08544, -0.52316, -0.38259], [-0.43591, 0.36631, -1.27496], [-3.35362, -0.08795, 0.15941], [-4.60279, -0.16138, 0.19953], [1.21367, -0.29017, 0.44341], [2.45960, -0.42602, -0.44526], [1.07787, 1.13004, 1.07279], [-0.58433, 1.35710, -0.94313], [-2.52373, -0.64927, 0.73361], [-2.87845, 0.81310, -0.36186], [1.01577, -0.97800, 1.37296], [2.39010, -1.55473, -0.64586], [3.52247, -0.27432, -0.05144], [2.24050, 0.05331, -1.37931], [0.08270, 1.20748, 1.46098], [1.00929, 1.70915, 0.28438]],
  "lowdin_charge": [0.0243, -0.5812, 0.2696, -0.1113, -0.0367, -0.3306, -0.0547, 0.0193, 0.1047, 0.0847, 0.0695, 0.1708, 0.1069, 0.1058, 0.0595, 0.0927, 0.0068],
  "orbital_gap_ev": [10.18, 7.05],
  "spin_multiplicity": 2,
  "total_energy_ha": -417.64220,
  "s_squared": 0.757
}